The following is a quantum chemistry calculation of a molecular structure, C7H3IrN2O6, from the OMol25 dataset.

Results
HOMO-LUMO gap (alpha / beta), eV: 8.98 / 7.18

```
! wB97M-V def2-TZVPD RIJCOSX def2/J DEFGRID3
* xyz 0 5
Ir 0.48 -0.96 1.92
O -3.27 -0.87 -0.02
C -2.11 -0.86 0.30
O -1.55 -1.46 1.28
C -1.11 -0.07 -0.58
C -1.38 0.42 -1.84
C -0.32 0.95 -2.57
C 0.96 0.94 -2.04
C 1.14 0.43 -0.77
N 0.11 -0.02 -0.07
C 2.49 0.21 -0.06
O 3.49 0.66 -0.58
O 2.38 -0.47 1.02
H -2.38 0.36 -2.24
H -0.50 1.36 -3.56
H 1.81 1.29 -2.60
O -0.49 0.24 3.67
N -0.23 -0.59 4.54
O 0.48 -1.55 4.21
*
```

***

The following is a quantum chemistry calculation of a molecular structure, C7H4Br2CoF15O15S5, from the OMol25 dataset.

Results
ΔE to the lowest compared entry with this formula, charge and spin, kJ/mol: 644.0
HOMO-LUMO gap (alpha / beta), eV: 6.09 / 6.06

```
! wB97M-V def2-TZVPD RIJCOSX def2/J DEFGRID3
* xyz -3 4
Co -0.36 0.49 0.25
C 0.56 -1.07 4.62
F -0.44 -0.21 4.85
F 1.67 -0.35 4.90
F 0.58 -2.27 5.26
S 0.73 -1.56 2.73
O 0.46 -0.36 1.92
O 2.10 -2.01 2.50
O -0.15 -2.72 2.50
C 3.73 -2.06 -0.74
F 3.92 -1.15 0.27
F 4.48 -1.64 -1.72
F 4.02 -3.26 -0.20
S 1.76 -1.84 -1.16
O 1.36 -0.55 -0.50
O 1.60 -1.69 -2.62
O 0.97 -2.98 -0.58
C -3.40 -0.73 -2.49
F -3.20 -0.09 -3.66
F -3.67 0.21 -1.57
F -4.47 -1.54 -2.61
S -1.87 -1.76 -2.07
O -1.17 -1.74 -3.33
O -1.13 -1.05 -0.99
O -2.26 -3.11 -1.57
C -4.52 -0.31 1.84
F -4.99 -0.22 0.59
F -4.42 0.92 2.35
F -5.28 -1.15 2.62
S -2.70 -1.07 1.91
O -1.85 -0.01 1.33
O -2.44 -1.46 3.26
O -2.69 -2.25 1.07
C -0.41 3.16 -3.67
F -0.64 4.06 -2.77
F -1.49 2.75 -4.30
F 0.43 3.75 -4.56
S 0.41 1.53 -2.92
O 0.24 0.32 -3.83
O 1.80 1.81 -2.56
O -0.34 1.38 -1.65
Br 3.48 1.16 2.48
C 3.49 2.25 0.75
C 2.50 3.41 0.82
Br 0.62 2.72 1.08
H 3.26 1.51 -0.01
H 4.46 2.71 0.60
H 2.55 4.04 -0.07
H 2.66 4.07 1.68
*
```

***

The following is a quantum chemistry calculation of a molecular structure, C7H4Br3FO, from the OMol25 dataset.

Results
ΔE to the lowest compared entry with this formula, charge and spin, kJ/mol: 370.8
HOMO-LUMO gap (alpha / beta), eV: 8.20 / 7.62

```
! wB97M-V def2-TZVPD RIJCOSX def2/J DEFGRID3
* xyz 0 1
C -1.44 0.49 -0.55
C -0.55 1.47 -0.56
C 0.69 -1.72 -0.37
C -0.52 -1.69 0.06
C -1.17 -0.37 0.65
C 0.46 1.18 0.54
C 1.76 0.55 0.08
O -0.22 0.33 1.41
F 1.38 -2.57 -0.98
Br -1.69 -3.26 -0.21
Br 3.04 0.10 1.41
Br 2.40 1.15 -1.53
H -2.21 0.37 -1.21
H -0.59 2.22 -1.25
H -1.91 -0.47 1.38
H 0.57 2.21 1.14
*
```

***

The following is a quantum chemistry calculation of a molecular structure, C7H4ClF5O3S4SbTcTe, from the OMol25 dataset.

Results
ΔE to the lowest compared entry with this formula, charge and spin, kJ/mol: 154.3
HOMO-LUMO gap, eV: 6.74

```
! wB97M-V def2-TZVPD RIJCOSX def2/J DEFGRID3
* xyz 2 1
Tc -0.31 -0.28 1.93
S 1.52 -0.06 6.64
Sb 0.93 -1.90 5.23
S 1.72 -0.10 2.69
S -0.73 -1.88 3.53
S 1.61 -3.81 5.99
F -0.79 1.21 4.93
Te -0.56 2.67 3.67
F -0.90 3.76 2.17
F 1.66 1.18 5.65
F 2.28 1.31 2.15
F -2.19 3.23 4.29
O -1.13 1.26 2.42
Cl -0.99 1.85 -6.28
C -0.61 0.69 -5.11
C -0.96 0.93 -3.77
C -0.65 0.01 -2.81
C 0.01 -1.17 -3.19
C 0.36 -1.42 -4.54
C 0.05 -0.48 -5.49
C 0.34 -2.16 -2.29
O 0.66 -2.99 -1.60
O -0.11 -0.90 0.42
H -1.47 1.85 -3.52
H -0.92 0.18 -1.77
H 0.87 -2.34 -4.82
H 0.31 -0.64 -6.53
*
```

***

The following is a quantum chemistry calculation of a molecular structure, C7H5AsNO6S6Tl, from the OMol25 dataset.

Results
ΔE to the lowest compared entry with this formula, charge and spin, kJ/mol: 52.0
HOMO-LUMO gap, eV: 5.32

```
! wB97M-V def2-TZVPD RIJCOSX def2/J DEFGRID3
* xyz -2 1
Tl 2.80 -1.14 -1.01
O -2.49 -1.30 -1.56
As -0.91 -0.80 -0.87
O 0.13 -0.76 -2.13
O -0.88 -2.32 0.05
C -1.58 0.84 -0.12
C -2.92 1.19 -0.21
C -3.33 2.42 0.30
C -2.42 3.28 0.89
C -1.08 2.93 0.97
C -0.67 1.71 0.46
S 1.01 1.14 0.62
O 1.71 1.47 -0.61
O 1.53 1.71 1.83
O 0.72 -0.33 0.71
H -2.28 -2.07 -2.10
H -3.62 0.52 -0.68
H -4.38 2.70 0.24
H -2.76 4.22 1.30
H -0.34 3.58 1.43
S 0.52 -3.16 0.45
S 0.46 -4.73 -0.81
S 1.72 -4.39 -2.48
S 3.37 -5.51 -2.25
S 6.38 0.06 2.68
C 5.10 -0.45 1.77
N 4.21 -0.82 1.12
*
```

***

The following is a quantum chemistry calculation of 2 unconnected molecules or ions with the total composition C7H5Br, from the OMol25 dataset.

Results
HOMO-LUMO gap (alpha / beta), eV: 5.72 / 7.73

```
! wB97M-V def2-TZVPD RIJCOSX def2/J DEFGRID3
* xyz 0 3
C -0.47 -1.56 -0.64
C -0.48 -1.48 0.68
C 0.88 0.68 -0.76
C 0.85 0.77 0.56
C -0.43 -0.07 -0.92
C -0.46 0.04 0.77
C -1.48 0.60 -0.13
Br -3.28 0.09 -0.15
H -0.49 -2.36 -1.36
H -0.51 -2.18 1.50
H 1.54 1.00 -1.54
H 1.48 1.23 1.31
H -1.33 2.22 -0.13
*
```

***

The following is a quantum chemistry calculation of 2 unconnected molecules or ions with the total composition C7H5BrF3N3, from the OMol25 dataset.

Results
ΔE to the lowest compared entry with this formula, charge and spin, kJ/mol: 0.0
HOMO-LUMO gap, eV: 8.32

```
! wB97M-V def2-TZVPD RIJCOSX def2/J DEFGRID3
* xyz 0 1
C 0.85 -0.58 0.61
C 0.05 0.37 1.21
C 0.53 -1.07 -0.65
C -1.13 0.71 0.50
C -0.66 -0.60 -1.31
C -3.77 -0.79 -0.14
C -3.23 -2.10 0.26
N -4.24 -0.29 -2.39
N -4.07 -0.50 -1.31
N -1.40 0.26 -0.72
F -2.73 -2.70 -0.83
F -2.31 -2.03 1.21
F -4.22 -2.84 0.75
Br -4.63 0.18 1.29
H 1.68 -0.81 1.37
H 0.32 0.88 2.18
H 1.06 -1.86 -1.10
H -1.98 1.43 0.80
H -0.94 -0.94 -2.33
*
```

***

Max |F| values, unit eV/Å, following the record order: 2.42, 5.46, 3.73, 0.61, 1.04, 6.97, 3.64.